DFT (ωB97M-V/def2-TZVPD) results for a 5-piece molecular cluster, C35H55BIN4O16P overall in a non-equilibrium geometry.

The geometry in XYZ format:
```
113
Properties=species:S:1:pos:R:3:forces:R:3
C 4.999833 0.230329 2.168246 -0.3 -0.2 0.5
C 3.925219 -0.152458 1.187401 -0.3 0.2 0.3
O 3.667350 -1.321364 1.003049 0.0 -0.3 -0.2
N 3.233522 0.882754 0.565093 1.0 -0.4 -1.0
C 4.058243 2.084545 0.321078 -0.4 0.1 0.2
C 2.576186 0.448045 -0.678077 -0.4 0.4 -0.2
C 1.294818 1.230736 -0.962034 0.3 0.0 0.2
C 0.304621 0.430524 -1.810093 0.4 0.6 0.0
C -1.151955 0.893570 -1.687868 0.1 -0.8 -0.3
C -2.120059 0.153036 -0.738999 -1.1 0.1 0.3
P -3.808693 0.855832 -1.395390 0.2 0.5 -0.3
C -4.796450 -0.626331 -1.900878 0.4 0.3 0.1
O -4.660508 1.396253 -0.075142 -0.1 -0.3 -0.1
C -2.012104 -1.372768 -0.802030 0.3 -0.5 0.3
I -1.758357 -2.274133 -2.741069 0.1 0.1 0.0
N -0.954827 -1.752770 0.144483 0.2 0.5 -0.8
C -0.618020 -0.654952 0.931674 -0.5 0.0 -0.3
O 0.344821 -0.596234 1.633438 0.5 0.0 0.4
C -1.760243 0.382406 0.757574 0.3 -0.1 0.5
B -1.388074 1.895143 1.154608 -0.3 0.1 -0.2
O -0.189745 2.170196 1.758631 0.2 -0.4 -0.4
N -2.380543 2.963210 0.944156 0.8 0.3 -0.1
C -2.590612 3.674192 2.213571 -0.3 0.0 -0.3
C -1.985297 3.922977 -0.115005 -0.6 -0.3 0.3
C -2.736153 -0.064035 1.850657 -0.1 0.1 0.1
C -3.950280 -0.714521 1.688570 0.2 0.0 0.0
C -4.688675 -1.079971 2.799135 -0.2 -0.1 0.1
N -4.346965 -0.841947 4.066239 0.3 0.1 -0.4
C -3.175998 -0.223456 4.209350 0.0 0.0 0.3
C -2.348947 0.160538 3.169491 -0.1 0.0 0.0
H 5.982182 0.092332 1.729515 0.1 0.2 -0.1
H 4.874762 1.223304 2.582197 0.2 0.2 -0.1
H 4.910902 -0.475688 2.989428 0.1 -0.1 0.1
H 5.072771 1.838983 0.014051 0.1 0.0 0.0
H 4.081874 2.720660 1.200029 0.1 0.1 0.1
H 3.613990 2.657279 -0.485447 -0.2 0.1 0.0
H 2.350816 -0.608016 -0.636567 0.0 -0.2 0.4
H 3.267155 0.595255 -1.512416 0.2 -0.1 -0.1
H 1.561602 2.153877 -1.479182 -0.2 0.2 -0.1
H 0.884535 1.516247 0.003244 -0.1 -0.2 -0.1
H 0.589642 0.558319 -2.853450 0.0 -0.1 -0.1
H 0.450797 -0.622434 -1.605655 -0.2 -0.2 0.0
H -1.600720 0.787298 -2.674969 0.0 0.1 -0.1
H -1.187600 1.957152 -1.467623 0.0 0.1 0.0
H -5.842517 -0.341407 -1.806759 -0.2 -0.1 0.0
H -4.598303 -1.546441 -1.362736 -0.2 -0.1 0.1
H -4.586945 -0.785049 -2.954358 -0.1 -0.1 -0.1
H -5.578439 1.114659 -0.158541 0.0 0.0 0.2
H -2.901791 -1.881047 -0.462129 -0.3 0.1 -0.1
H -0.152945 -2.205149 -0.273133 0.0 -0.4 0.3
H 0.232354 2.963156 1.412719 -0.2 0.4 0.5
H -1.756242 4.329481 2.478930 0.1 0.0 0.1
H -3.485781 4.288410 2.128289 -0.1 0.1 0.0
H -2.762671 2.968301 3.021575 0.0 -0.1 0.1
H -2.120038 4.937088 0.251618 0.0 0.2 0.0
H -2.632124 3.798865 -0.980589 0.1 0.0 -0.2
H -0.941377 3.822918 -0.423970 0.1 0.1 -0.1
H -4.337241 -0.942939 0.715870 -0.1 -0.1 -0.2
H -5.624349 -1.602248 2.646156 -0.1 0.0 0.0
H -2.862273 -0.017031 5.224238 0.0 0.0 0.1
H -1.399090 0.622887 3.398072 0.1 0.0 0.0
C 4.283979 -2.832746 -2.674133 -0.2 0.2 0.1
C 3.588012 -2.857342 -4.009042 0.1 0.0 0.1
C 4.473731 -2.544587 -5.195972 0.0 -0.1 -0.1
O 3.545839 -1.970258 -6.128937 0.1 0.0 0.0
C 2.531844 -1.426781 -5.419012 -0.1 0.0 0.1
O 1.694157 -0.714642 -5.873435 0.0 0.0 0.0
O 2.599336 -1.805072 -4.124667 0.1 -0.2 0.0
H 5.125875 -3.525893 -2.676849 0.0 0.0 0.0
H 4.650086 -1.832068 -2.452214 0.1 0.1 0.0
H 3.610335 -3.116314 -1.868683 0.0 0.0 0.0
H 3.067123 -3.808114 -4.152462 0.0 0.0 -0.1
H 4.944215 -3.422304 -5.630768 -0.1 0.0 -0.1
H 5.236848 -1.800099 -4.957669 0.0 0.0 0.1
C -6.956496 -0.099513 5.912763 -0.2 -0.3 0.1
C -7.740389 0.399713 7.098862 0.2 0.0 -0.2
C -6.915002 1.069587 8.176058 0.0 0.1 0.1
O -7.678185 0.800955 9.359010 0.1 0.0 0.0
C -8.384715 -0.337627 9.145851 0.0 0.0 -0.1
O -8.967799 -0.937255 9.986989 0.0 0.0 0.0
O -8.325750 -0.689300 7.839982 -0.1 0.1 0.0
H -6.386943 0.709213 5.456797 0.0 0.0 0.0
H -6.266833 -0.888756 6.206479 0.1 0.1 0.0
H -7.623573 -0.516603 5.158756 0.0 0.0 0.0
H -8.556586 1.053168 6.777334 0.0 0.0 0.1
H -6.805228 2.141827 8.036294 -0.1 0.0 0.1
H -5.928874 0.611616 8.284269 0.0 0.0 -0.1
C 9.175480 1.367249 3.540389 -0.3 -0.1 0.0
C 9.401656 1.429223 2.051552 0.0 0.1 0.2
C 9.920870 2.753415 1.531878 0.1 0.0 -0.1
O 9.386286 2.789256 0.200940 0.0 0.1 0.1
C 8.263082 2.037898 0.186971 0.0 -0.1 0.0
O 7.475247 2.007531 -0.701899 0.0 0.0 0.0
O 8.157131 1.322901 1.331365 0.1 0.0 0.0
H 10.094322 1.610246 4.073876 0.0 0.0 0.0
H 8.394220 2.067866 3.836211 0.1 0.1 0.0
H 8.855314 0.370753 3.841641 0.0 0.0 0.0
H 10.042037 0.605729 1.725118 0.0 0.0 -0.1
H 11.005195 2.815040 1.502760 0.0 0.0 -0.1
H 9.520961 3.602833 2.090412 0.0 0.0 0.1
C -0.778535 -2.232780 -7.693754 -0.1 0.2 0.2
C -1.634273 -3.315234 -7.086760 0.1 0.2 -0.2
C -2.426183 -4.144217 -8.075178 0.0 -0.1 0.0
O -3.573609 -4.527703 -7.305388 0.0 0.0 -0.1
C -3.765764 -3.584035 -6.352117 0.1 0.0 0.0
O -4.732853 -3.495199 -5.670607 -0.1 0.0 0.0
O -2.696261 -2.754548 -6.289003 0.0 -0.1 0.1
H -0.086102 -2.660145 -8.419729 0.0 0.0 0.0
H -1.404222 -1.490866 -8.190969 0.0 -0.1 -0.1
H -0.198456 -1.714676 -6.930916 0.0 0.0 0.0
H -1.036420 -3.957896 -6.433655 0.0 -0.1 0.0
H -1.897213 -5.026695 -8.425199 -0.1 -0.1 0.1
H -2.761964 -3.555112 -8.931808 0.0 0.1 0.0
```
Forces are in eV/Å.

Multiplicity: 1
Calculated total energy (eV): -93976.23367
Gap between HOMO and LUMO (eV): 8.53
HOMO level (eV): -8.22
Strongest force on any atom (eV/A): 1.5

Mulliken atomic charge list, values in e, 4 entries: atom 1 (C): -1.240, atom 2 (C): 0.838, atom 3 (O): -0.549, atom 4 (N): 0.362